(1)
Formula: C19H25F9IN3O3PS
Source: OMol25
Level of theory: ωB97M-V/def2-TZVPD

XYZ file:
```
62
Properties=species:S:1:pos:R:3:forces:R:3
I -3.74525 -0.79110 4.98105 0.09 -0.20 -0.57
S 5.32176 0.24113 0.82368 0.34 3.78 2.40
P -2.40507 4.19395 -1.03352 -1.37 -0.15 -3.84
F 6.45945 0.37786 2.06985 -1.74 -0.11 -2.46
F 5.40020 1.90132 0.64379 -0.25 -2.71 0.17
F 5.16915 -2.20369 -1.33355 -0.68 -0.08 2.96
F 5.20440 -3.84921 0.24467 -0.52 2.91 -0.49
F 4.07680 0.23367 -0.28749 2.01 -0.33 1.06
F 4.53995 -1.83204 2.36073 1.76 0.33 -3.40
F 4.13776 0.45736 2.02663 1.68 0.21 -2.31
F 6.51946 0.12284 -0.32467 -2.30 -0.16 1.75
F 6.60372 -2.02125 1.41292 -3.27 1.27 -0.84
O 1.62948 1.98903 -4.88243 0.45 -0.21 -0.66
O -2.69159 4.48781 -2.53680 1.19 -0.80 2.99
O -5.29331 1.28985 2.48020 2.75 -0.43 -0.94
N -3.62805 1.95363 0.84886 1.50 -6.26 1.87
N 1.41592 0.31589 -2.05607 -0.89 0.26 0.33
N -2.41805 -0.96178 1.23701 -2.64 4.14 0.30
C 4.69512 -2.51646 -0.03195 -1.29 -3.12 -0.68
C -4.12619 0.93632 1.70527 0.26 1.20 -0.21
C 0.36187 3.13426 -2.48477 0.23 -0.05 1.84
C -4.24605 -1.50648 2.98511 0.22 -0.40 -2.27
C -0.52059 -0.45149 -0.41216 -0.22 3.78 -1.25
C 1.38308 3.98450 -1.84560 -0.56 -0.71 -0.55
C 0.77220 -2.62695 -1.39455 0.02 -0.08 -0.20
C 0.03512 -1.93506 -0.16148 -1.50 0.35 -0.05
C -2.44918 1.42809 0.20666 1.97 0.60 -1.73
C -3.55967 -0.49427 1.93643 1.53 0.28 -1.50
C -1.83686 0.01634 0.35376 0.22 0.23 -0.14
C 3.07741 -2.69832 0.04228 0.03 1.62 0.10
C 0.15635 0.61073 -1.33010 -2.08 0.38 1.50
C -6.77334 -1.22247 3.91683 -0.28 0.08 -0.59
C -5.81558 -1.76168 2.71345 -0.95 0.13 1.41
C 2.36688 -2.65619 -1.38724 1.07 -0.91 -0.90
C -0.41387 2.09124 -1.52451 -3.99 -0.20 2.22
C 5.25855 -1.59527 1.14657 1.98 -3.11 1.96
C -1.70587 2.44415 -0.76592 1.97 -2.12 0.05
H -1.48867 5.18294 -0.52704 -0.42 -0.81 0.31
H -6.01665 -2.90117 2.67634 0.57 1.88 -0.20
H 1.48334 2.66449 -5.58606 0.01 -0.12 0.16
H 1.25561 0.20737 -3.06997 -0.10 -0.06 0.89
H -0.90489 -2.58144 0.04643 1.52 1.27 -0.19
H -6.17496 -1.27330 1.74123 0.78 -0.73 1.36
H -6.60111 -0.11893 4.14666 -0.17 -1.54 -0.46
H 1.12106 4.98151 -1.33464 0.11 -2.56 0.97
H 2.83920 -3.65565 0.64289 0.57 1.63 -1.02
H 0.14238 3.21260 -3.61450 1.03 -1.37 1.82
H -6.61795 -1.79999 4.89506 -0.29 0.69 -1.59
H 0.39689 -3.71789 -1.48437 0.57 1.82 0.31
H 2.48664 3.64424 -1.78467 -1.24 1.64 -1.77
H 2.10770 1.06614 -1.91743 -0.58 -0.44 0.10
H -3.72213 -2.52626 2.84680 -0.52 1.95 0.35
H 0.42962 -2.08887 -2.35373 0.51 -0.93 1.44
H 2.68373 -3.63034 -1.93344 -0.52 1.55 0.84
H 2.81593 -1.81322 -2.04047 -0.87 -1.23 1.44
H 1.47483 1.07676 -5.22143 0.03 0.24 0.04
H -7.86288 -1.32002 3.55505 1.65 0.01 0.71
H -4.96249 1.62056 3.35258 -0.33 -0.37 -0.83
H 2.72152 -1.77179 0.64213 0.40 -1.65 -0.84
H 2.52433 2.07694 -4.47854 -0.25 0.02 0.01
H 0.60287 -1.90787 0.82730 -0.55 -0.14 -1.43
H -3.69004 4.28694 -0.36913 1.33 -0.17 0.27
```
Positions in Å, forces in eV/Å.

- HOMO (eV) = -10.818
- energy above the lowest of the compared OMol25 structures with the same formula, charge and spin (eV) = 10.5316
- 2S+1 = 1
- HOMO-LUMO gap (eV) = 5.42
- net charge = +1

***

(2)
Formula: C19H25IN6O7
Source: OMol25
Level of theory: ωB97M-V/def2-TZVPD

XYZ file:
```
58
Properties=species:S:1:pos:R:3:forces:R:3
I 3.95483 1.68319 0.03530 -0.21 -0.42 0.03
O -1.56723 -0.76335 1.10044 -0.01 -0.09 0.10
O 0.38758 3.10259 -1.22463 0.31 0.46 -0.04
O -6.67656 1.88052 0.80497 -0.20 0.37 -0.10
O -3.07038 -0.40191 -1.96552 -0.12 -0.01 -0.22
O 2.77465 -4.73471 -0.02804 0.01 -0.25 0.01
O 4.64684 -3.69583 -0.26543 0.21 -0.06 -0.02
O -4.40011 2.94023 -0.38079 -0.23 0.39 -0.16
N -1.04226 1.60408 -2.09407 -0.15 -0.25 -0.40
N 3.44669 -3.72074 -0.08525 0.18 -0.52 -0.10
N 0.88371 1.17971 0.76225 0.12 0.40 -0.33
N -2.61666 1.64542 0.12290 0.35 0.01 0.18
N -1.23052 -2.24247 -0.54647 -0.04 -0.45 -0.36
N -4.14531 -0.66294 -0.01379 -0.43 0.18 0.21
C 2.76699 -2.47495 0.06060 -0.77 1.17 0.09
C 2.80169 -0.09437 0.16612 0.22 0.45 -0.02
C -3.31058 -1.07613 -0.97699 0.07 -0.38 -0.08
C 0.70299 -1.26255 0.42105 0.20 0.05 0.15
C 1.41361 -0.02482 0.49325 0.21 -0.31 -0.01
C -3.33211 -3.49745 0.06121 0.17 -0.09 -0.03
C -0.65620 2.48285 -1.16072 -0.32 -0.07 0.14
C -5.82255 0.80624 1.03742 0.21 -0.23 0.02
C -3.90996 1.84820 -0.14724 -0.09 -0.61 0.03
C -3.06188 -4.90205 -0.48318 -0.21 0.24 0.05
C 1.39518 -2.45201 0.25075 0.53 -0.17 0.05
C -0.82028 2.85321 1.32104 0.06 -0.16 -0.24
C -1.62102 2.68328 0.02354 0.13 0.43 0.13
C -2.64058 -2.45647 -0.84794 -0.23 0.05 0.20
C -2.89901 -3.43956 1.52570 -0.27 0.10 -0.10
C -0.07712 1.59152 1.76297 -0.28 0.15 0.63
C 3.46666 -1.27209 -0.03658 -0.02 -0.37 0.02
C -0.78538 -1.37729 0.38549 0.35 -0.08 -0.10
C -4.82344 0.61026 -0.11956 -0.27 0.35 -0.19
H -3.43418 -5.00591 -1.49966 -0.01 -0.06 -0.12
H -2.30189 0.73002 0.42251 -0.16 0.00 -0.09
H 0.46958 1.83150 2.68684 -0.11 -0.05 -0.04
H -6.14833 2.61469 0.44179 -0.03 -0.14 0.04
H -0.56218 -2.69604 -1.14792 -0.02 0.21 0.02
H -1.49120 3.15710 2.12485 -0.01 0.04 -0.01
H -3.55844 -5.64388 0.13680 0.00 -0.12 0.05
H -4.21013 -1.16752 0.85558 0.12 -0.06 -0.08
H -6.45426 -0.08266 1.13915 0.16 0.00 -0.01
H -4.40984 -3.31093 -0.00479 0.05 0.00 -0.02
H 4.52592 -1.29850 -0.24194 0.02 0.04 0.01
H -5.25614 0.94381 1.97524 -0.04 -0.12 -0.07
H -2.66629 -2.84765 -1.87184 -0.01 0.16 0.16
H -1.86540 -3.76355 1.62793 0.12 0.00 0.04
H -1.99571 -5.11774 -0.47888 0.17 -0.05 0.00
H 1.47801 1.95989 0.48889 -0.15 -0.26 -0.03
H -0.09971 3.65459 1.14701 -0.05 0.03 0.07
H -2.16260 3.61722 -0.17986 0.14 -0.18 0.01
H -2.97668 -2.44144 1.94670 0.02 0.02 0.12
H 0.87772 -3.39996 0.28079 -0.04 0.00 -0.03
H -3.51980 -4.11082 2.11430 -0.01 -0.10 0.06
H -0.76284 0.77824 1.98380 0.19 0.20 0.02
H -0.47336 1.51652 -2.92044 0.06 0.06 0.08
H -5.37971 0.63107 -1.06714 0.09 0.08 0.21
H -1.91877 1.09900 -2.06901 0.06 0.03 0.09
```
Positions in Å, forces in eV/Å.

- HOMO (eV) = -8.710
- energy above the lowest of the compared OMol25 structures with the same formula, charge and spin (eV) = 0.1051
- 2S+1 = 1
- HOMO-LUMO gap (eV) = 8.01
- SMILES = CC(C)[C@@H]1NC(=O)c2cc([N+](=O)[O-])cc(I)c2NCC[C@@H](C(N)=O)NC(=O)[C@H](CO)NC1=O

***

(3)
Formula: C19H25N2O
Source: OMol25
Level of theory: ωB97M-V/def2-TZVPD

XYZ file:
```
47
Properties=species:S:1:pos:R:3:forces:R:3
O 3.59223 0.68039 -1.12655 1.79 -0.33 -1.21
N -1.77183 -0.22204 0.76142 1.48 -1.64 -0.75
N 0.94876 0.13853 -1.15128 -1.49 2.84 -0.02
C 1.42768 -4.02743 1.11433 -2.72 0.42 0.37
C -1.56818 1.70852 -0.53716 1.38 0.60 -1.23
C -0.12736 2.24346 -0.37051 0.81 0.56 0.07
C 1.48222 -2.54744 1.22180 -0.25 1.58 -2.17
C 1.44143 -1.67732 0.13742 0.27 -4.60 3.28
C -3.15592 3.18926 2.51183 -0.55 2.35 0.84
C -3.17234 2.12783 3.31757 -0.05 -3.09 -0.52
C 0.94678 1.65479 -1.31569 1.34 1.86 0.06
C -0.34923 -1.92443 -1.59504 2.58 -0.19 1.13
C -2.75549 0.90194 2.78319 0.11 0.78 0.27
C -2.69810 3.12999 1.22822 -0.21 -0.22 -0.71
C -2.30832 0.80290 1.50367 -0.08 0.84 -1.25
C -0.39395 -0.38524 -1.52236 -4.14 -0.04 0.72
C 1.25808 -0.27383 0.22964 -0.25 2.05 4.01
C -2.30751 1.92470 0.69078 -0.46 1.77 1.65
C 1.75224 -0.72983 -1.92824 3.24 -1.97 0.05
C 1.23834 -2.00382 -1.28531 -0.12 -3.02 -1.07
C -1.54753 0.20923 -0.67047 -1.26 -1.40 0.77
C 3.28751 -0.56009 -1.80461 -0.06 -0.13 0.39
H 2.39224 -4.34327 1.35370 1.47 -1.34 0.25
H 0.72125 1.90092 -2.37204 0.31 -0.44 0.41
H -0.79435 -0.09168 -2.50562 1.40 0.65 -0.04
H 3.70324 -1.47385 -1.30659 -0.11 1.00 -0.01
H 2.07785 0.28446 0.74167 -0.31 -0.09 -1.19
H 2.01794 2.11775 -1.01381 -2.72 -1.50 -0.87
H 1.78508 -2.95468 -1.57622 -0.88 1.18 -0.02
H -2.03013 2.24955 -1.36098 0.00 -0.33 -0.40
H 0.42311 -0.22221 0.97235 0.13 0.99 -1.27
H 1.06787 -4.31742 0.12977 0.38 -0.40 -0.04
H -0.64105 -2.37896 -2.54003 0.17 0.43 -0.18
H 1.56491 -2.26421 2.27349 0.01 0.85 -0.45
H -3.49198 4.11544 2.94551 -0.14 0.42 -0.29
H -0.87614 -2.46838 -0.81092 -0.05 0.35 0.09
H 4.44405 1.07492 -1.48703 -1.54 -0.94 0.65
H -2.44255 -0.09769 -1.22777 -0.01 -0.02 -0.07
H 0.66646 -4.43398 1.87532 1.27 0.49 -1.01
H 1.56010 -0.79119 -2.95009 -1.04 0.78 -1.72
H 3.62891 -0.59224 -2.83839 0.46 0.32 0.09
H -0.16058 3.37753 -0.45603 0.37 -1.46 0.19
H -2.77986 4.03879 0.68558 0.35 0.55 -0.82
H 0.29149 1.94641 0.60548 -0.70 0.65 0.09
H -1.98181 -1.18545 0.98810 -0.08 0.23 -0.26
H -2.70590 0.10149 3.42694 -0.10 -1.97 1.25
H -3.65966 2.04780 4.25497 -0.02 0.58 0.96
```
Positions in Å, forces in eV/Å.

- HOMO (eV) = -10.596
- energy above the lowest of the compared OMol25 structures with the same formula, charge and spin (eV) = 4.1056
- 2S+1 = 1
- HOMO-LUMO gap (eV) = 8.31
- SMILES = C/C=C1/C[N@+]23CC[C@@H]4c5ccccc5N[C@@H]4[C@@H]2C[C@H]1[C@@H]3CO
- net charge = +1

***

(4)
Formula: C19H25N2Re
Source: OMol25
Level of theory: ωB97M-V/def2-TZVPD

XYZ file:
```
47
Properties=species:S:1:pos:R:3:forces:R:3
Re 0.16679 -0.17748 0.10315 2.12 -3.78 -0.06
N -0.73191 0.81432 6.74825 0.16 -0.17 -1.28
N -0.14101 0.14112 2.44065 -0.71 0.79 5.49
C 0.52279 -0.45928 -5.08825 0.07 -0.10 -0.08
C -1.01701 -1.88948 -1.24615 0.35 0.72 0.05
C 2.52749 -0.90258 0.02065 -0.83 -0.04 0.09
C 0.27309 2.01862 -4.52175 0.04 0.18 -0.02
C 0.74829 0.80222 3.34045 -2.97 -1.01 1.40
C -0.43251 -2.56188 -0.14175 0.44 0.71 0.15
C -1.78421 0.50712 -4.57545 -0.16 0.01 -0.02
C 2.12929 1.17812 0.86805 -0.52 0.06 -0.04
C 2.10769 1.27122 -0.54765 -0.98 0.00 -0.29
C -2.02621 -1.03748 -0.74595 0.56 0.84 -0.20
C -0.30891 0.65602 -4.57575 0.02 -0.02 0.15
C 2.38719 -0.16598 1.22185 -0.22 0.01 -0.48
C -0.54191 0.59742 5.36055 -0.61 0.74 4.33
C -1.43631 -0.09998 4.61785 -0.53 -0.70 -1.78
C -1.07081 -2.11728 1.04165 0.13 0.22 -0.44
C 2.34679 -0.01758 -1.07305 -0.78 0.08 0.02
C -2.05681 -1.17708 0.66455 0.20 0.47 -0.04
C -1.22951 -0.31758 3.24465 2.23 1.88 1.63
C 0.56719 1.03482 4.71485 0.99 0.16 -1.69
H -0.03101 1.32932 7.30125 -0.84 -0.60 -0.65
H -0.27471 2.66862 -3.83785 -0.06 0.02 0.03
H 1.69819 1.17152 3.17925 1.48 0.41 -1.89
H 0.25069 2.51782 -5.50355 0.00 -0.03 0.00
H 2.73919 -1.95628 -0.05055 0.02 -0.05 -0.01
H -0.86701 -2.45928 2.04235 0.14 -0.05 -0.12
H -2.66421 -0.39628 -1.32855 -0.08 -0.03 -0.10
H 0.36159 -3.28798 -0.19465 0.02 -0.04 -0.01
H 1.31879 2.00322 -4.21135 0.09 -0.02 -0.01
H 1.33199 1.55632 5.28345 0.10 -0.05 -0.35
H 1.55639 -0.38698 -4.74685 0.08 0.03 0.00
H 0.13189 -1.43148 -4.78455 -0.05 -0.08 0.00
H -2.72921 -0.66638 1.33195 -0.11 0.00 -0.32
H 0.56279 -0.47428 -6.18905 -0.01 0.01 0.02
H 2.49459 -0.55048 2.22195 -0.02 -0.15 -0.13
H 1.99439 1.98982 1.56335 0.08 0.12 -0.36
H -1.57181 0.45662 7.22655 0.99 0.43 -0.56
H -2.01821 -0.94108 3.00095 -0.88 -0.91 -1.98
H 2.41219 -0.27518 -2.11685 -0.05 -0.02 -0.06
H 1.95189 2.16692 -1.12405 0.05 0.06 -0.04
H -0.75711 -2.02558 -2.28255 0.04 0.04 -0.06
H -2.09211 -0.49798 -4.28375 -0.02 -0.11 -0.01
H -2.26561 1.21842 -3.90295 0.00 0.07 0.03
H -2.31491 -0.51088 5.10715 0.02 -0.09 -0.36
H -2.21801 0.68402 -5.57245 0.02 -0.01 0.01
```
Positions in Å, forces in eV/Å.

- HOMO (spin up / spin down) (eV) = -9.180 / -10.805
- 2S+1 = 4
- HOMO-LUMO gap (spin up / spin down) (eV) = 5.90 / 7.03
- net charge = +1

***

no.,maximum force (eV/A)
1,6.7
2,1.4
3,5.7
4,5.6